This record from OMol25 describes a 2-piece molecular cluster, C14H19ClF5NO2P overall. The level of theory is ωB97M-V/def2-TZVPD.

Results
Calculated total energy, eV: -55804.399
M, u: 394.73
Kohn-Sham gap, eV: 8.65
Total charge: +1
LUMO energy, hartree: -0.121

Bonds (Å) are listed after each position.
Atoms and positions in Å:
1 C 3.23 1.42 3.02  C2 1.531, H18 1.095, H19 1.090, H20 1.089
2 C 3.05 0.67 1.71  C1 1.531, N3 1.499, H21 1.097, H22 1.090
3 N 2.20 1.45 0.75  C2 1.499, P4 1.634, H23 1.018
4 P 1.46 0.63 -0.45  N3 1.634, Cl5 1.962, C6 1.796, C12 1.908
5 Cl 0.40 1.95 -1.44  P4 1.962
6 C 0.39 -0.73 0.02  P4 1.796, C7 1.545, H24 1.096, H25 1.093
7 C -0.23 -0.55 1.42  C6 1.545, C8 1.535, H26 1.093, H27 1.091
8 C -0.37 -1.88 2.18  C7 1.535, C9 1.526, H28 1.095, H29 1.093
9 C 0.78 -2.06 3.18  C8 1.526, O10 1.197, O11 1.349
10 O 1.32 -1.14 3.71  C9 1.197
11 O 1.20 -3.32 3.39  C9 1.349, H30 0.967
12 C 2.85 0.08 -1.63  P4 1.908, F13 1.335, F14 1.335, C15 1.540
13 F 2.54 0.53 -2.85  C12 1.335
14 F 3.98 0.66 -1.23  C12 1.335
15 C 3.06 -1.44 -1.70  C12 1.540, F16 1.327, F17 1.348, H31 1.096
16 F 4.10 -1.69 -2.50  C15 1.327
17 F 1.95 -1.98 -2.24  C15 1.348
18 H 2.97 2.48 2.89  C1 1.095
19 H 2.59 1.01 3.80  C1 1.090
20 H 4.27 1.40 3.35  C1 1.089
21 H 2.60 -0.31 1.91  C2 1.097
22 H 4.02 0.51 1.22  C2 1.090
23 H 1.55 2.07 1.24  N3 1.018
24 H -0.41 -0.74 -0.73  C6 1.096
25 H 0.92 -1.68 -0.08  C6 1.093
26 H 0.35 0.13 2.05  C7 1.093
27 H -1.22 -0.10 1.31  C7 1.091
28 H -1.30 -1.87 2.76  C8 1.095
29 H -0.41 -2.74 1.51  C8 1.093
30 H 0.53 -3.98 3.16  O11 0.967
31 H 3.25 -1.89 -0.72  C15 1.096
32 F -2.31 0.08 -0.91  C33 1.373
33 C -3.33 0.57 -1.68  F32 1.373, C34 1.378, C38 1.375
34 C -3.15 1.83 -2.22  C33 1.378, C35 1.388, H39 1.081
35 C -4.17 2.37 -2.99  C34 1.388, C36 1.388, H40 1.081
36 C -5.34 1.64 -3.20  C35 1.388, C37 1.388, H41 1.081
37 C -5.48 0.38 -2.65  C36 1.388, C38 1.389, H42 1.081
38 C -4.47 -0.18 -1.87  C33 1.375, C37 1.389, H43 1.081
39 H -2.23 2.36 -2.03  C34 1.081
40 H -4.05 3.35 -3.43  C35 1.081
41 H -6.13 2.06 -3.80  C36 1.081
42 H -6.39 -0.18 -2.81  C37 1.081
43 H -4.56 -1.16 -1.43  C38 1.081